Entry 1:
# C6H5NO

2 unconnected molecules or ions with the total composition C6H5NO at a distorted geometry (ωB97M-V/def2-TZVPD, the OMol25 dataset).

Results
frontier orbital gap	8.638	eV
net charge	0
spin multiplicity	1
energy relative to the best compared isomer or geometry (same formula, charge and spin)	191.7	kcal/mol
LUMO energy	-0.0218	Eh

The geometry in XYZ format:
```
13
Properties=species:S:1:pos:R:3:nbo_charge:R:1
C -1.575 -1.847 1.730 -0.26
C -0.647 -0.935 1.703 -0.06
C 0.628 -0.188 1.372 -0.15
C 0.706 1.339 -0.562 0.18
C -0.103 0.453 -1.370 -0.41
C 0.251 0.809 -2.707 0.17
H -2.532 -2.495 2.210 0.30
H 1.504 0.094 2.130 0.26
H 0.931 -0.896 0.540 0.24
H 1.537 2.207 -0.954 0.25
H -1.429 -0.447 -0.926 0.31
N 0.114 0.864 -3.907 -0.30
O 0.616 1.043 0.743 -0.53
```

=====

Entry 2:
# C6H5NO

A single C6H5NO molecule at a distorted geometry (ωB97M-V/def2-TZVPD, the OMol25 dataset).

Results
frontier orbital gap	9.626	eV
net charge	0
spin multiplicity	1
energy relative to the best compared isomer or geometry (same formula, charge and spin)	52.9	kcal/mol
LUMO energy	0.0199	Eh

The geometry in XYZ format:
```
13
Properties=species:S:1:pos:R:3:nbo_charge:R:1
C 1.961 -0.928 -0.537 -0.45
C 0.922 -0.396 0.125 0.25
C -1.003 -0.110 0.811 0.01
C -0.494 1.244 0.323 -0.20
C 0.578 0.962 -0.385 -0.21
C -2.234 -0.469 -0.153 0.23
H 2.443 -1.856 -0.259 0.21
H 2.630 -0.299 -1.266 0.21
H -1.539 -0.043 1.810 0.22
H -1.372 2.051 0.375 0.24
H 1.178 1.627 -0.951 0.24
N -3.107 -0.762 -0.826 -0.32
O 0.037 -1.023 0.933 -0.43
```

=====

Entry 3:
# C6H5NO

A single C6H5NO molecule at a distorted geometry (ωB97M-V/def2-TZVPD, the OMol25 dataset).

Results
frontier orbital gap	9.590	eV
net charge	0
spin multiplicity	1
energy relative to the best compared isomer or geometry (same formula, charge and spin)	124.8	kcal/mol
LUMO energy	-0.0158	Eh

The geometry in XYZ format:
```
13
Properties=species:S:1:pos:R:3:nbo_charge:R:1
C 0.484 1.461 -0.456 -0.57
C -0.363 2.445 -0.451 0.21
C -0.083 -0.976 -1.171 0.70
C 0.727 0.087 -0.531 -0.38
C -1.155 -0.422 0.858 -0.26
C 0.303 -0.546 0.841 -0.07
N -0.599 -1.501 0.073 -0.42
O -0.093 -1.534 -2.201 -0.47
H 1.369 2.108 -0.027 0.33
H -1.496 0.482 0.409 0.20
H 1.866 -0.130 -0.687 0.27
H -1.823 -0.632 1.684 0.23
H 0.863 -0.842 1.660 0.23
```

=====

Entry 4:
# C6H5NO

A single C6H5NO molecule at a distorted geometry (ωB97M-V/def2-TZVPD, the OMol25 dataset).

Results
frontier orbital gap (spin up / spin down)	7.601 / 7.599	eV
net charge	0
spin multiplicity	1
energy relative to the best compared isomer or geometry (same formula, charge and spin)	187.7	kcal/mol
LUMO energy (spin up / spin down)	-0.0316 / -0.0316	Eh

The geometry in XYZ format:
```
13
Properties=species:S:1:pos:R:3:nbo_charge:R:1
C 2.085 -0.558 -1.076 -0.08
C 3.342 -0.027 -0.304 0.12
C -1.675 0.134 0.046 -0.39
C -0.474 -0.258 -0.473 -0.18
C 1.955 -0.633 0.372 -0.15
C 0.958 0.223 -0.369 -0.32
N 4.470 0.008 0.074 0.23
O 5.590 0.270 0.350 -0.34
H -2.590 -0.369 -0.142 0.21
H -1.691 1.006 0.722 0.19
H -0.391 -1.249 -0.860 0.19
H 2.227 -0.834 1.480 0.30
H 1.009 1.273 -0.192 0.21
```

=====

Entry 5:
# C6H5NO

A molecular structure, C6H5NO at a distorted geometry (ωB97M-V/def2-TZVPD, the OMol25 dataset).

Results
frontier orbital gap (spin up / spin down)	7.894 / 7.895	eV
net charge	0
spin multiplicity	1
energy relative to the best compared isomer or geometry (same formula, charge and spin)	189.8	kcal/mol
LUMO energy (spin up / spin down)	-0.0263 / -0.0263	Eh

The geometry in XYZ format:
```
13
Properties=species:S:1:pos:R:3:nbo_charge:R:1
C -0.551 0.775 -1.100 0.07
C -0.380 1.023 0.430 0.04
C 0.398 1.715 -0.536 0.16
C -0.823 -2.618 0.415 -0.33
C -0.296 -1.433 0.292 -0.24
C -1.017 -0.211 -0.090 -0.23
N 1.409 2.381 -0.872 -0.22
O 2.124 3.128 0.063 -0.56
H -0.249 -3.564 0.725 0.22
H -1.933 -2.650 0.395 0.20
H 0.671 -1.263 0.445 0.20
H -2.407 -0.340 -0.004 0.21
H 3.053 3.058 -0.161 0.48
```

=====

Entry 6:
# C6H5NO3

A single C6H5NO3 molecule at a distorted geometry (ωB97M-V/def2-TZVPD, the OMol25 dataset).

Results
frontier orbital gap	7.893	eV
net charge	0
spin multiplicity	1
energy relative to the best compared isomer or geometry (same formula, charge and spin)	153.3	kcal/mol
LUMO energy	-0.0511	Eh

The geometry in XYZ format:
```
15
Properties=species:S:1:pos:R:3:nbo_charge:R:1
O 1.084 1.672 -1.502 -0.48
N 0.539 1.217 1.189 -0.08
O 1.143 2.011 3.216 -0.43
O 0.556 0.826 2.551 -0.13
C 0.269 0.855 -1.102 0.50
C -0.706 0.088 -1.969 -0.26
C -1.028 -1.209 -1.659 -0.18
C -0.616 -1.811 -0.358 -0.18
C 0.218 -1.150 0.537 -0.23
C 0.441 0.255 0.268 0.06
H 1.216 2.736 2.577 0.47
H -1.028 0.665 -2.780 0.23
H -1.700 -1.797 -2.305 0.23
H -0.853 -2.851 -0.168 0.22
H 0.464 -1.506 1.506 0.24
```

=====

Entry 7:
# C6H5NO4

A single C6H5NO4 molecule at a distorted geometry (ωB97M-V/def2-TZVPD, the OMol25 dataset).

Results
frontier orbital gap	9.577	eV
net charge	0
spin multiplicity	1
energy relative to the best compared isomer or geometry (same formula, charge and spin)	0.0	kcal/mol
LUMO energy	-0.0438	Eh

The geometry in XYZ format:
```
16
Properties=species:S:1:pos:R:3:nbo_charge:R:1
O -1.886 -0.448 -0.464 -0.56
O -1.369 -0.197 2.408 -0.48
O 2.076 -0.369 -0.618 -0.51
O -0.340 0.837 -1.605 -0.48
C -0.770 0.084 -0.545 0.91
C -0.284 -0.268 1.833 0.63
C 1.403 -0.348 0.418 0.63
C 0.888 -0.542 2.627 -0.21
C 1.977 -0.562 1.754 -0.23
N 0.089 -0.052 0.536 -0.53
C -1.230 0.832 -2.764 -0.26
H 0.842 -0.689 3.697 0.25
H 3.048 -0.746 1.943 0.25
H -1.518 -0.175 -3.004 0.20
H -0.750 1.259 -3.623 0.20
H -2.176 1.384 -2.593 0.20
```

=====

Entry 8:
# C6H5NO4

A molecular structure, C6H5NO4 at a distorted geometry (ωB97M-V/def2-TZVPD, the OMol25 dataset).

Results
frontier orbital gap	8.448	eV
net charge	0
spin multiplicity	1
energy relative to the best compared isomer or geometry (same formula, charge and spin)	107.5	kcal/mol
LUMO energy	-0.0179	Eh

The geometry in XYZ format:
```
16
Properties=species:S:1:pos:R:3:nbo_charge:R:1
C -0.825 -1.276 0.996 0.27
C -1.363 -1.857 -0.260 -0.21
C -1.424 -1.112 -1.464 -0.25
C -0.671 -0.013 -1.616 -0.22
C -0.086 0.505 -0.470 -0.05
C -0.092 -0.059 0.782 0.26
H 0.222 -2.042 2.719 0.51
H -1.867 -2.853 0.044 0.24
H -1.648 -1.586 -2.499 0.23
H -0.332 0.614 -2.529 0.26
H 1.044 1.307 1.630 0.52
N 1.063 1.488 -0.778 0.56
O -0.803 -2.134 2.032 -0.66
O 0.589 0.413 1.884 -0.69
O 1.610 1.966 0.214 -0.45
O 1.343 1.882 -1.845 -0.32
```

=====

Repeat the third record exactly.
# C6H5NO

A single C6H5NO molecule at a distorted geometry (ωB97M-V/def2-TZVPD, the OMol25 dataset).

Results
frontier orbital gap	9.590	eV
net charge	0
spin multiplicity	1
energy relative to the best compared isomer or geometry (same formula, charge and spin)	124.8	kcal/mol
LUMO energy	-0.0158	Eh

The geometry in XYZ format:
```
13
Properties=species:S:1:pos:R:3:nbo_charge:R:1
C 0.484 1.461 -0.456 -0.57
C -0.363 2.445 -0.451 0.21
C -0.083 -0.976 -1.171 0.70
C 0.727 0.087 -0.531 -0.38
C -1.155 -0.422 0.858 -0.26
C 0.303 -0.546 0.841 -0.07
N -0.599 -1.501 0.073 -0.42
O -0.093 -1.534 -2.201 -0.47
H 1.369 2.108 -0.027 0.33
H -1.496 0.482 0.409 0.20
H 1.866 -0.130 -0.687 0.27
H -1.823 -0.632 1.684 0.23
H 0.863 -0.842 1.660 0.23
```

=====

Question: Which value of net charge does entry 7 give?
Answer: 0

=====

Question: Among the records above, which one has the lowest energy relative to the best compared isomer or geometry (same formula, charge and spin)?
Answer: number 7